Entry from the OMol25 dataset: a molecular structure, C41H68GeN6NiOP3S in a non-equilibrium geometry (ωB97M-V/def2-TZVPD).

Each line ends with the Mulliken spin population.
Cartesian coordinates (Å):
Ni1 -0.70794 -0.22237 -0.35660  1.555
C1 -0.40684 -1.16169 3.76107  0.016
C2 -1.12111 -2.29597 2.97990  0.004
C3 -0.74215 -3.65241 3.59306  0.003
P1 -0.75858 -2.18799 1.14773  0.177
C4 1.02128 -2.78733 0.94494  0.030
N1 1.93685 -1.67981 0.99753  0.046
Ge1 1.38492 0.15181 0.51080  -0.350
N2 2.47780 0.45654 -1.02368  0.133
C5 1.95706 0.44090 -2.36745  0.027
P2 0.07225 -0.00480 -2.48257  0.086
C6 -0.75728 1.44785 -3.46364  0.106
C7 0.14995 2.28172 -4.40924  0.003
C8 -2.15400 1.09819 -4.03971  0.011
C9 0.12878 -1.31291 -3.82413  -0.012
C10 0.36903 -0.73529 -5.23449  0.008
C11 1.14654 -2.46778 -3.54606  0.021
C12 3.53399 1.32772 -0.76200  -0.025
C13 4.24269 2.13364 -1.73587  0.005
C14 5.20605 3.02403 -1.28012  -0.004
C15 5.49028 3.24079 0.06281  0.009
C16 4.93975 2.37006 1.00635  -0.006
C17 3.96803 1.44855 0.58711  -0.020
N3 3.48940 0.47064 1.50842  -0.001
C18 4.13605 -0.84393 1.43192  0.012
C19 5.51792 -1.00185 1.33509  -0.003
C20 6.08823 -2.26972 1.26232  0.007
C21 5.22943 -3.37711 1.23534  -0.001
C22 3.84314 -3.23642 1.19904  0.014
C23 3.28475 -1.94470 1.23425  -0.009
C24 3.16082 1.00213 2.84147  0.004
C25 4.05155 0.98459 3.90987  -0.005
C26 3.65479 1.43295 5.17431  0.005
C27 2.37338 1.95678 5.34735  -0.002
C28 1.48075 2.00568 4.26842  0.010
C29 1.87234 1.53762 3.00077  -0.006
N4 1.03292 1.47740 1.90968  0.135
C30 -0.26773 2.09457 2.05355  -0.021
P3 -1.17458 1.83759 0.44594  0.012
C31 -3.01680 1.92028 0.80864  0.084
C32 -3.45162 2.75417 2.06236  0.015
C33 -3.80231 2.24748 -0.47799  0.033
C34 -0.55446 3.44753 -0.35842  0.015
C35 0.96783 3.69547 -0.42217  -0.002
C36 -1.26771 4.67841 0.32426  0.001
C37 -1.62861 -3.71870 0.39546  -0.009
C38 -3.09574 -3.95723 0.77892  0.045
C39 -1.36343 -3.76403 -1.12791  0.032
H1 -0.37407 -1.40602 4.85624  -0.001
H2 -0.84767 -0.17768 3.60220  0.001
H3 0.65991 -1.08900 3.45560  -0.001
H4 -2.22032 -2.14523 3.09195  0.001
H5 0.38828 -3.80527 3.59052  0.000
H6 -1.24782 -4.54842 3.09166  0.000
H7 -1.02998 -3.68159 4.65386  -0.001
H8 1.16820 -3.29422 -0.03359  -0.008
H9 1.29143 -3.54012 1.70651  0.001
H10 2.48397 -0.30298 -2.96893  0.001
H11 2.10490 1.37938 -2.89526  -0.005
H12 -0.97438 2.15407 -2.64867  -0.068
H13 0.80416 1.72729 -5.10157  0.000
H14 0.78576 2.97850 -3.85299  0.000
H15 -0.50690 2.93109 -5.03015  0.000
H16 -2.11217 0.89248 -5.13476  -0.002
H17 -2.78344 1.99098 -3.90260  0.004
H18 -2.62940 0.25279 -3.50795  -0.012
H19 -0.87724 -1.74438 -3.84418  -0.004
H20 1.23426 -0.02835 -5.29626  -0.001
H21 -0.51374 -0.15588 -5.56602  -0.002
H22 0.52477 -1.51887 -5.99151  0.002
H23 1.97576 -2.45493 -4.27598  0.000
H24 0.70938 -3.47210 -3.71966  0.002
H25 1.55091 -2.46044 -2.52632  -0.005
H26 4.01268 2.05219 -2.82378  0.001
H27 5.73643 3.65442 -1.99840  0.000
H28 6.11272 4.07592 0.37945  0.000
H29 5.31888 2.34965 2.06028  0.000
H30 6.14079 -0.10312 1.34004  0.000
H31 7.16201 -2.44709 1.17775  0.000
H32 5.67679 -4.38229 1.23167  0.000
H33 3.18966 -4.09245 1.24519  0.001
H34 5.06335 0.58070 3.75753  0.000
H35 4.38311 1.40147 5.94205  0.000
H36 2.06720 2.32445 6.31214  0.000
H37 0.43037 2.33678 4.43758  0.000
H38 -0.15271 3.17040 2.30202  0.001
H39 -0.83192 1.68919 2.94828  -0.006
H40 -3.24334 0.87269 1.03885  -0.004
H41 -2.80679 3.61040 2.26381  -0.002
H42 -3.47007 2.10901 2.96579  0.001
H43 -4.46276 3.11240 1.83502  -0.001
H44 -3.61933 3.20229 -1.00590  0.002
H45 -4.86712 2.28397 -0.23443  0.006
H46 -3.68121 1.45845 -1.22395  0.016
H47 -0.99052 3.45651 -1.38022  -0.005
H48 1.45165 3.81284 0.55071  -0.001
H49 1.10449 4.62133 -1.02446  0.000
H50 1.50768 2.95679 -1.03137  0.000
H51 -1.18777 4.65909 1.42226  -0.001
H52 -2.32722 4.66648 0.07169  0.001
H53 -0.81436 5.61728 -0.00381  0.000
H54 -1.08257 -4.56469 0.82746  0.009
H55 -3.74909 -3.08299 0.54458  0.010
H56 -3.15945 -4.18774 1.86111  0.003
H57 -3.50180 -4.82541 0.23175  0.004
H58 -1.60146 -2.77544 -1.57047  0.031
H59 -2.02016 -4.52735 -1.62448  -0.001
H60 -0.32369 -3.97923 -1.39524  0.010
O1 -5.33026 0.23956 5.58270  0.000
H61 -6.26794 0.42229 5.62550  0.000
H62 -4.95979 0.67598 6.34108  0.000
C40 -5.39063 -2.96344 -3.85885  0.001
N5 -4.49753 -2.54054 -2.78269  0.022
C41 -4.69253 -1.42565 -2.04971  0.025
N6 -5.72496 -0.61536 -2.37017  0.042
S1 -3.70267 -1.05012 -0.70091  0.749
H63 -5.01326 -3.87384 -4.34951  0.000
H64 -5.47712 -2.15997 -4.61245  0.001
H65 -6.40867 -3.19518 -3.49527  0.002
H66 -3.64843 -3.10297 -2.58452  -0.003
H67 -6.03087 -0.54366 -3.35293  -0.002
H68 -5.82203 0.20182 -1.78155  0.001

- E_HOMO (alpha / beta) (Eh) = -0.4051 / -0.4143
- energy above the lowest of the compared OMol25 structures with the same formula, charge and spin (kJ/mol) = 0.0
- total charge = +2
- Kohn-Sham gap (alpha / beta) (eV) = 5.77 / 2.03
- spin multiplicity = 4
- E_tot (eV) = -190855.41813
- strongest force on any atom (eV Å⁻¹) = 2.23